1:
Computed, not measured: the molecule C3H3N3O, with ωB97M-V with the def2-TZVPD basis set.

Results
SMILES ... O=Cn1cncn1

ORCA input file:
```
! wB97M-V def2-TZVPD RIJCOSX def2/J DEFGRID3
* xyz 0 1
O -2.39421 -0.33175 0.88549
N 0.72662 1.06117 0.09800
N -0.24193 0.11807 0.27835
N 1.29763 -0.90108 -0.89583
C -1.41794 0.35426 1.01679
C 0.10653 -1.01879 -0.38971
C 1.57924 0.41345 -0.66348
H -1.31750 1.19444 1.72021
H 2.24321 0.89797 -1.35903
H -0.58166 -1.78774 -0.69077
*
```

2:
Computed, not measured: the molecule C3H3N3O, with ωB97M-V with the def2-TZVPD basis set.

ORCA input file:
```
! wB97M-V def2-TZVPD RIJCOSX def2/J DEFGRID3
* xyz 0 1
O 0.51683 -2.16988 -1.60820
N -0.22661 0.87173 2.38854
N -1.55813 -0.70565 0.15612
N -0.51395 -0.47212 -0.37903
C 0.33299 0.88180 1.30459
C 0.62510 0.55578 0.08067
C 0.08518 -1.06365 -1.57752
H 0.16942 -0.28030 -2.34914
H -0.94494 1.58532 2.48434
H 1.51412 0.79698 -0.50037
*
```

Stability check: which of them is least stable? 2.

1:
Computed, not measured: the molecule C3H3N3O, with ωB97M-V with the def2-TZVPD basis set.

Results
SMILES ... N#CN1C=CON1

ORCA input file:
```
! wB97M-V def2-TZVPD RIJCOSX def2/J DEFGRID3
* xyz 0 1
O 1.23218 1.19128 0.06100
N -0.63941 -0.00343 0.21240
N -0.11145 1.27395 -0.02171
N -3.06902 -0.28610 -0.28671
C -1.92616 -0.28168 0.02397
C 0.41689 -0.89769 0.33221
C 1.56104 -0.19837 0.16560
H 2.58501 -0.28589 0.04136
H 0.27195 -1.90730 0.46743
H -0.32102 1.39524 -0.99555
*
```

2:
Computed, not measured: the molecule C3H3N3O, with ωB97M-V with the def2-TZVPD basis set.

Results
SMILES ... O=c1cn[nH]cn1

ORCA input file:
```
! wB97M-V def2-TZVPD RIJCOSX def2/J DEFGRID3
* xyz 0 1
O -0.74662 2.10714 -0.10842
N -0.75699 0.09480 -1.22179
N 1.03836 -0.75827 0.02484
N 0.38166 -0.57918 1.24623
C -0.82530 0.90431 -0.08484
C -0.68231 0.12866 1.17580
C 0.30372 -0.61930 -1.15110
H -1.29217 0.26683 2.06314
H 1.94665 -0.31904 0.05084
H 0.63299 -1.22596 -1.99471
*
```

Stability check: which of them is least stable? 1.

1:
Computed, not measured: the molecule C3H3N3O, with ωB97M-V with the def2-TZVPD basis set.

ORCA input file:
```
! wB97M-V def2-TZVPD RIJCOSX def2/J DEFGRID3
* xyz 0 1
O 1.49552 0.93158 -0.07725
N -1.50450 0.08921 1.50010
N -1.36450 -0.61606 0.34033
N -0.37511 0.77503 1.71982
C 1.00665 0.00004 -1.01110
C -0.24990 -0.20659 -0.26642
C 0.37849 0.62294 0.58338
H -2.18080 -1.07395 0.10212
H 1.09725 0.30498 -2.01749
H 1.69689 -0.82718 -0.87348
*
```

2:
Computed, not measured: a cluster of 2 separate species, C3H3N3O in total, with ωB97M-V with the def2-TZVPD basis set.

Results
SMILES ... N=C=CC=O.N#N

ORCA input file:
```
! wB97M-V def2-TZVPD RIJCOSX def2/J DEFGRID3
* xyz 0 1
O -1.59568 0.15858 1.38955
N 0.43988 2.15123 -0.89037
N 2.12451 -0.16129 0.48444
N -0.52162 2.66769 -0.74208
C 1.02870 -0.64737 0.28088
C -0.14821 -1.21188 0.06415
C -1.41748 -0.55289 0.42609
H 2.49484 0.47012 -0.22534
H -0.17089 -2.14602 -0.48745
H -2.23405 -0.72818 -0.29988
*
```

3:
Computed, not measured: a structure of composition C3H3N3O, with ωB97M-V with the def2-TZVPD basis set.

ORCA input file:
```
! wB97M-V def2-TZVPD RIJCOSX def2/J DEFGRID3
* xyz 0 1
O -1.34850 0.61800 1.28397
N 1.39503 0.46326 0.21819
N 0.91714 1.37066 -0.76235
N -0.03498 0.82438 -1.34103
C -0.27033 -0.45127 -0.70681
C 0.79149 -0.70867 0.26842
C -1.16461 -0.37229 0.64229
H 2.06813 0.82556 0.87774
H -0.74807 -1.21076 -1.32766
H -1.60530 -1.35887 0.84724
*
```

4:
Computed, not measured: the molecule C3H3N3O, with ωB97M-V with the def2-TZVPD basis set.

Results
SMILES ... Oc1cnncn1

ORCA input file:
```
! wB97M-V def2-TZVPD RIJCOSX def2/J DEFGRID3
* xyz 0 1
O 2.05512 -0.30718 0.36131
N -1.83137 0.37804 0.02640
N 0.00121 -1.10767 -0.20932
N -0.99977 1.42433 0.01819
C 0.79774 -0.08174 -0.01955
C 0.29554 1.23471 -0.09332
C -1.30335 -0.80856 -0.21375
H -1.99692 -1.62628 -0.38832
H 2.05191 -1.21757 0.70133
H 0.92987 2.11190 -0.18297
*
```

Stability check: which of them is least stable? 1.

1:
Computed, not measured: a cluster of 2 separate species, C5H11N2 in total, with ωB97M-V with the def2-TZVPD basis set.

ORCA input file:
```
! wB97M-V def2-TZVPD RIJCOSX def2/J DEFGRID3
* xyz 1 1
N 1.65542 0.57936 0.00405
N 0.98875 -0.53295 -0.39755
C -2.29498 0.07279 1.64986
C 1.22189 1.63645 0.55606
C -2.27701 0.50785 -0.89105
C -2.31823 0.46791 0.39611
C 1.75369 -1.62065 -0.90332
H -2.45144 -0.55504 -1.44947
H 0.19533 -0.28209 -0.80267
H 2.43525 -1.85381 0.01882
H 2.61120 0.24481 0.26753
H -3.16099 0.07296 2.14793
H 1.91087 2.22705 1.11924
H 1.02688 -2.31199 -1.18144
H -1.56555 -0.45255 2.34756
H 2.34653 -1.52484 -1.84747
H 0.13588 1.98547 0.48007
H -2.21350 1.33927 -1.51426
*
```

2:
Computed, not measured: the ion C5H11N2 with charge +1, with ωB97M-V with the def2-TZVPD basis set.

Results
SMILES ... C=CC(=C)[NH2+]CN

ORCA input file:
```
! wB97M-V def2-TZVPD RIJCOSX def2/J DEFGRID3
* xyz 1 1
N -0.13311 -0.15051 0.81832
N -2.38030 -0.63858 0.31431
C -1.47778 0.40541 0.25823
C 1.60457 1.53072 0.79255
C 1.00826 0.45425 0.27564
C 1.55760 -0.18696 -1.00520
C 1.16332 -1.33400 -1.49698
H -0.08131 -0.02046 1.85099
H -0.13003 -1.14426 0.44455
H -2.79789 -1.16682 -0.54624
H -1.43402 0.89236 -0.69464
H 2.38804 2.06433 0.32590
H 1.50326 -1.74755 -2.47617
H 1.17603 2.07013 1.68406
H 0.32655 -2.02856 -1.26078
H -2.92105 -0.62794 1.08937
H -1.70012 1.18800 0.92169
H 2.32797 0.44044 -1.29561
*
```

Stability check: which of them is least stable? 1.

1:
Computed, not measured: a cluster of 2 separate species, C5H11N2 in total, with ωB97M-V with the def2-TZVPD basis set.

ORCA input file:
```
! wB97M-V def2-TZVPD RIJCOSX def2/J DEFGRID3
* xyz 1 1
N 1.79768 1.48311 -0.48396
N -0.88536 0.83837 0.40317
C 2.47361 0.44495 -0.27169
C -1.86928 0.49971 -0.29782
C 0.86729 -1.26344 0.28303
C 2.05665 -0.68430 0.40497
C -2.89401 -0.58037 -0.07770
H 0.79305 1.50335 -0.13732
H 2.74980 -1.06245 1.07439
H -0.60258 0.36826 1.21195
H 2.12695 2.37522 -0.76076
H 0.68148 -2.28112 0.68644
H 3.51178 0.55718 -0.33556
H -3.51544 -0.44523 0.78371
H -2.26074 -1.48023 0.07733
H -1.89150 1.06713 -1.25903
H -3.38291 -0.70140 -0.95529
H 0.24353 -0.63873 -0.34587
*
```

2:
Computed, not measured: the ion C5H11N2 with charge +1, with ωB97M-V with the def2-TZVPD basis set.

Results
SMILES ... CC1(C(N)=[NH2+])CC1

ORCA input file:
```
! wB97M-V def2-TZVPD RIJCOSX def2/J DEFGRID3
* xyz 1 1
N -1.97531 0.45203 -0.18125
N -0.42488 2.08835 -0.18762
C 0.37627 -0.18272 0.06093
C -0.69284 0.83218 -0.11417
C 1.82593 0.19437 0.15336
C 0.01756 -1.52283 0.85178
C 0.03414 -1.53661 -0.66556
H -2.66797 1.24253 -0.28129
H -1.20811 2.75286 -0.35945
H -0.89373 -1.61114 1.38337
H -0.97765 -1.54935 -1.06928
H 2.40968 -0.54190 0.85451
H 0.80353 -2.07216 -1.26593
H -2.19647 -0.53824 -0.23579
H 0.49954 2.33549 -0.08111
H 1.78586 1.23756 0.44160
H 0.87183 -1.79837 1.48533
H 2.41264 0.21795 -0.78944
*
```

3:
Computed, not measured: the ion C5H11N2 with charge +1, with ωB97M-V with the def2-TZVPD basis set.

Results
SMILES ... C=C1N(C)C[N@@H+]1C

ORCA input file:
```
! wB97M-V def2-TZVPD RIJCOSX def2/J DEFGRID3
* xyz 1 1
N -0.29539 -0.93394 0.03537
N 0.79773 0.82716 0.26593
C 0.35631 1.66274 1.47653
C -1.01405 0.80721 -1.66598
C 0.92653 -0.78564 0.59946
C -0.34867 0.38082 -0.59016
C -0.60318 -2.10130 -0.75518
H -0.58891 1.59314 -2.28546
H -1.85410 0.25522 -2.05584
H -0.15004 -2.03821 -1.76650
H 0.95428 -0.96118 1.63188
H -0.29695 -3.02384 -0.23397
H -1.67033 -2.21125 -0.88381
H 0.95335 1.61952 2.38952
H 1.73623 -1.04980 -0.03730
H -0.68917 1.35384 1.56851
H 1.49318 1.33990 -0.30245
H 0.44084 2.76111 1.14529
*
```

Stability check: which of them is least stable? 3.

1:
Computed, not measured: a cluster of 2 separate species, C5H11N2 in total, with ωB97M-V with the def2-TZVPD basis set.

ORCA input file:
```
! wB97M-V def2-TZVPD RIJCOSX def2/J DEFGRID3
* xyz 1 1
N -2.38904 0.11325 -0.73714
N -0.00099 0.67949 0.03527
C 2.41176 -0.31240 -0.61538
C -3.04950 -0.69059 -0.07857
C 1.98224 -0.70380 0.72731
C 0.91921 -0.32242 -0.23354
C 0.17267 1.61642 0.88012
H -3.95346 -0.99110 -0.44962
H 0.53305 -1.15650 -0.88716
H -1.04970 0.54314 -0.38585
H 1.11517 1.87709 1.36713
H 3.00071 0.62289 -0.79428
H 1.79100 -1.76719 0.91820
H -0.64615 2.35858 0.91435
H 1.93934 0.01049 1.45853
H -2.58963 -1.16334 0.71382
H -2.85145 0.42921 -1.55837
H 2.66476 -1.14322 -1.27483
*
```

2:
Computed, not measured: the ion C5H11N2 with charge +1, with ωB97M-V with the def2-TZVPD basis set.

Results
SMILES ... C=[NH+]/C=C\CCN

ORCA input file:
```
! wB97M-V def2-TZVPD RIJCOSX def2/J DEFGRID3
* xyz 1 1
N 1.22982 0.48011 -0.45376
N -0.76630 0.85252 1.33403
C 2.37416 1.07476 -0.44962
C -1.77914 0.55315 0.29251
C -1.54268 -0.91857 -0.15820
C 0.93311 -0.85346 -0.73452
C -0.14890 -1.49462 -0.24924
H -2.79318 0.65472 0.68714
H -2.04173 -1.43959 0.65557
H -2.07523 -1.17013 -1.08344
H 3.28439 0.49744 -0.56147
H -0.11335 -2.55128 -0.01169
H -0.87544 1.75925 1.77356
H 0.47357 0.82608 0.23702
H 2.26020 2.15761 -0.45958
H 1.70204 -1.41648 -1.26337
H -0.73299 0.18660 2.09926
H -1.44756 1.21278 -0.51931
*
```

Stability check: which of them is least stable? 1.

1:
Computed, not measured: the molecule C3H4N2O3, with ωB97M-V with the def2-TZVPD basis set.

Results
SMILES ... NC(=O)/C(C=O)=N/O

ORCA input file:
```
! wB97M-V def2-TZVPD RIJCOSX def2/J DEFGRID3
* xyz 0 1
O -1.31731 1.36955 1.63033
O 0.62902 -1.26658 -1.64074
O 0.68913 -1.73091 1.27830
N 1.01251 0.92071 -1.72205
N -0.85714 1.24369 0.31416
C -0.21314 -0.94982 1.13373
C 0.46793 -0.14364 -1.15922
C -0.24756 0.12267 0.12193
H -1.87937 2.14198 1.68813
H 1.26619 0.80179 -2.69550
H 0.64162 1.85395 -1.48855
H -1.16623 -1.10024 1.62943
*
```

2:
Computed, not measured: the molecule C3H4N2O3, with ωB97M-V with the def2-TZVPD basis set.

Results
SMILES ... O=c1[nH]c(O)c(O)[nH]1

ORCA input file:
```
! wB97M-V def2-TZVPD RIJCOSX def2/J DEFGRID3
* xyz 0 1
O 1.78540 1.54278 0.63231
O -1.26714 -0.08639 -2.52691
O 0.52216 -1.42981 1.65406
N 0.03595 0.96696 -0.93686
N -0.65150 -0.97614 -0.44360
C 0.51595 0.74735 0.46596
C 0.06232 -0.54263 0.73727
C -0.78652 0.01184 -1.41431
H -0.45786 -2.02621 1.72733
H 2.01005 1.33525 1.56224
H -1.45855 -1.68336 -0.32501
H -0.31027 2.14033 -1.13248
*
```

Stability check: which of them is least stable? 2.

1:
Computed, not measured: a cluster of 2 separate species, C5H7NO in total, with ωB97M-V with the def2-TZVPD basis set.

Results
SMILES ... CC1=CC=NC1=O.[H][H]

ORCA input file:
```
! wB97M-V def2-TZVPD RIJCOSX def2/J DEFGRID3
* xyz 0 1
O -1.45573 1.05740 0.93700
N -0.80173 -0.98842 1.87373
C -0.70652 0.11865 0.94970
C 0.49055 -0.09489 0.03079
C 0.89526 0.89193 -1.00665
C 0.18688 -1.74048 1.56267
C 1.02603 -1.25057 0.42587
H 0.08428 1.07131 -1.72055
H 1.11892 1.85474 -0.53408
H 1.78083 0.55400 -1.55127
H 1.90144 -1.75627 0.03502
H 0.38692 -2.66078 2.10853
H -2.48954 1.42980 -1.18736
H -2.41758 1.51358 -1.92340
*
```

2:
Computed, not measured: the molecule C5H7NO, with ωB97M-V with the def2-TZVPD basis set.

Results
SMILES ... C#CCCNC=O

ORCA input file:
```
! wB97M-V def2-TZVPD RIJCOSX def2/J DEFGRID3
* xyz 0 1
O -2.27998 -0.53449 -1.40236
N -1.08830 0.39506 0.31562
C 1.68804 0.33334 0.00964
C -1.88870 0.43586 -0.78684
C 0.97502 -0.94838 0.00542
C 2.14365 1.45016 0.00628
C -0.39753 -0.81997 0.69122
H -2.16899 1.47257 -1.05098
H 1.57960 -1.71499 0.49879
H 0.83623 -1.26670 -1.03124
H -1.03340 -1.65770 0.40327
H -0.27951 -0.83919 1.77679
H 2.55103 2.43622 -0.01965
H -0.63715 1.25819 0.58404
*
```

3:
Computed, not measured: a cluster of 2 separate species, C5H7NO in total, with ωB97M-V with the def2-TZVPD basis set.

Results
SMILES ... C=C=CC=O.C=N

ORCA input file:
```
! wB97M-V def2-TZVPD RIJCOSX def2/J DEFGRID3
* xyz 0 1
O 1.93680 -0.76325 0.43251
N 0.06722 1.67142 1.03544
C 1.01048 -1.06157 1.15388
C -0.33195 -1.48250 0.67280
C 0.54622 1.89443 -0.11761
C -0.72515 -1.21296 -0.54815
C -1.09004 -0.87526 -1.75043
H -1.60370 0.06471 -1.93628
H 1.12315 -1.06294 2.25391
H -0.99488 -1.98788 1.37107
H -0.88994 -1.51961 -2.59999
H 1.26430 1.18025 -0.52619
H -0.59680 2.40030 1.30315
H 0.28429 2.75485 -0.74410
*
```

4:
Computed, not measured: the molecule C5H7NO, with ωB97M-V with the def2-TZVPD basis set.

Results
SMILES ... OCC#C[C@H]1CN1

ORCA input file:
```
! wB97M-V def2-TZVPD RIJCOSX def2/J DEFGRID3
* xyz 0 1
O 1.63716 -1.06622 1.13956
N -1.16827 0.21355 0.80887
C 2.17825 -0.54426 -0.06010
C -2.28500 0.34285 -0.12878
C 1.12200 -0.34115 -1.06575
C 0.01225 0.06793 -1.32100
C -0.95011 0.81787 -0.51780
H -0.82067 -0.74569 0.78580
H -0.70445 1.87630 -0.47206
H -2.65902 -0.55528 -0.61274
H 2.96465 -1.21826 -0.38197
H 2.60857 0.45231 0.11239
H -3.02559 1.07973 0.16181
H 1.09023 -0.37967 1.55177
*
```

Stability check: which of them is least stable? 4.